Below is a 2-piece molecular cluster, C23H36BF3I2N4O10PS2 overall at a distorted geometry, with properties calculated with ωB97M-V/def2-TZVPD.

Last column: Löwdin charge in e.
Geometry (Å):
C -0.917 -0.966 4.153  0.144
C -0.534 -0.594 2.941  -0.023
C -0.092 -0.089 1.443  -0.286
C 0.295 1.495 1.693  -0.012
C -0.833 2.350 2.445  -0.318
O -0.997 2.404 3.722  0.060
O -1.743 3.218 1.699  0.004
N 1.204 -0.771 1.170  0.164
C 1.196 -1.799 0.139  -0.157
N 2.297 -2.165 -0.591  -0.137
C 2.301 -3.185 -1.690  -0.702
I 3.200 -5.122 -1.072  0.998
C 2.960 -2.633 -3.095  -0.772
C 2.648 -3.828 -4.186  -0.229
I 1.926 -0.866 -3.881  0.842
P 3.904 -1.406 -0.262  0.381
O 5.227 -2.358 -0.744  -0.280
O 4.139 -1.148 1.447  -0.234
S 4.035 0.393 -1.048  0.297
N -0.072 -2.495 -0.128  -0.051
C -0.542 -3.446 0.892  -0.129
C 0.541 -4.435 1.558  -0.041
C 0.327 -5.996 1.108  -0.366
F 1.525 -6.778 1.402  -0.009
F -0.778 -6.559 1.835  0.054
F 0.050 -6.143 -0.300  0.002
C -1.070 -1.529 -0.657  -0.203
C -2.403 -2.213 -1.245  -0.024
C -3.286 -1.216 -2.204  -0.301
O -2.691 -0.454 -3.062  0.025
N -4.767 -1.157 -2.191  -0.194
C -5.337 -2.523 -1.954  -0.106
C -5.303 -0.131 -1.235  -0.065
C -1.286 -0.319 0.391  -0.135
C -1.453 1.012 -0.550  -0.037
C -1.389 2.077 -1.342  0.139
B -2.735 -0.386 1.207  -0.514
O -3.548 0.839 1.335  0.068
O -3.307 -1.586 1.775  0.076
H -1.420 -1.220 5.163  0.089
H 0.743 1.994 0.748  0.144
H 1.193 1.439 2.443  0.158
H -1.170 3.955 1.357  0.111
H 1.902 -0.021 1.019  0.091
H 1.237 -3.513 -2.042  0.106
H 4.101 -2.551 -3.062  0.079
H 3.355 -4.727 -4.077  0.054
H 1.530 -4.096 -4.244  0.090
H 2.908 -3.345 -5.219  0.075
H 5.890 -1.820 -1.257  0.105
H 4.626 -1.972 1.749  0.096
H -1.145 -2.988 1.784  0.131
H -1.319 -4.155 0.376  0.149
H 0.384 -4.440 2.714  0.150
H 1.643 -4.204 1.354  0.072
H -0.555 -1.037 -1.588  0.138
H -2.025 -3.035 -1.990  0.154
H -3.046 -2.788 -0.481  0.109
H -6.455 -2.565 -2.231  0.107
H -5.207 -2.835 -0.839  0.090
H -4.789 -3.336 -2.590  0.111
H -5.373 -0.613 -0.174  0.096
H -6.364 0.164 -1.590  0.112
H -4.576 0.762 -1.194  0.104
H -1.231 2.663 -2.333  0.088
H -3.346 1.203 2.232  0.113
H -3.517 -1.377 2.728  0.130
O 0.072 6.183 0.174  -0.289
S 1.497 6.238 -0.038  0.600
O 2.380 5.208 0.454  -0.297
O 2.049 7.678 0.452  -0.259
C 1.797 8.082 1.798  -0.262
C 2.663 7.319 2.784  -0.075
C 1.809 6.444 -1.770  -0.117
H 0.735 7.975 2.038  0.118
H 2.037 9.146 1.863  0.127
H 2.408 6.257 2.795  0.064
H 2.529 7.704 3.798  0.085
H 3.718 7.395 2.509  0.088
H 1.176 7.243 -2.154  0.079
H 1.568 5.502 -2.264  0.074
H 2.864 6.677 -1.913  0.079

Summary:
**Kohn-Sham gap**: 6.94 eV
**E_HOMO**: -11.3 eV
**Charge**: +1

***

Below is C23H36ClIN5O4Ru as an isolated structure, with properties calculated with ωB97M-V/def2-TZVPD.

Last column: Löwdin charge in e.
Geometry (Å):
Ru -0.135 0.664 0.107  1.442
C -1.010 -3.409 -3.689  0.000
N -1.283 -2.483 -2.593  -0.110
C -2.679 -2.450 -2.154  0.019
C -0.374 -1.718 -2.011  -0.347
O -0.684 -0.985 -1.049  -0.076
C 1.061 -1.776 -2.512  -0.086
O 1.815 -0.765 -1.905  -0.154
C 2.956 -1.110 -1.179  -0.099
C 2.748 -0.879 0.316  -0.356
O 1.647 -0.472 0.749  -0.089
N 3.752 -1.164 1.132  -0.110
C 5.086 -1.556 0.670  0.002
C 3.636 -0.930 2.570  0.002
H -1.168 -4.433 -3.352  0.110
H 0.005 -3.316 -4.060  0.084
H -1.695 -3.201 -4.510  0.111
H -3.044 -3.473 -2.073  0.106
H -3.284 -1.916 -2.888  0.112
H -2.756 -1.955 -1.192  0.080
H 1.070 -1.610 -3.593  0.146
H 1.471 -2.774 -2.327  0.150
H 3.781 -0.482 -1.527  0.150
H 3.248 -2.150 -1.350  0.141
H 5.064 -1.963 -0.335  0.086
H 5.473 -2.326 1.334  0.105
H 5.762 -0.701 0.693  0.114
H 2.600 -1.015 2.877  0.075
H 4.020 0.055 2.837  0.107
H 4.221 -1.684 3.091  0.104
Cl -6.000 -1.715 2.593  0.768
C -4.789 -0.845 1.732  -0.595
C -5.150 0.028 0.744  -0.139
C -4.180 0.765 0.031  -0.641
I -4.762 2.097 -1.442  1.022
C -2.848 0.607 0.318  -0.402
O -1.876 1.311 -0.289  -0.295
C -2.469 -0.321 1.320  -0.159
N -1.120 -0.451 1.530  -0.008
C -0.708 -1.258 2.484  -0.085
C -1.590 -1.990 3.289  -0.008
C -2.939 -1.895 3.076  0.021
C -3.419 -1.043 2.060  -0.155
H -6.199 0.159 0.515  0.107
H 0.363 -1.348 2.598  0.099
H -1.190 -2.633 4.059  0.122
H -3.638 -2.464 3.674  0.110
C -0.521 2.282 -2.578  -0.056
N 0.456 2.218 -1.460  -0.310
C 1.798 2.155 -2.079  -0.063
C 0.370 3.481 -0.682  -0.166
C 1.020 3.285 0.664  -0.157
N 0.290 2.240 1.433  -0.350
C -0.965 2.817 1.996  -0.039
C 1.135 1.851 2.588  -0.056
H -0.237 3.084 -3.264  0.108
H -1.522 2.457 -2.202  0.047
H -0.512 1.335 -3.116  0.095
H 1.968 3.051 -2.682  0.106
H 1.870 1.282 -2.715  0.081
H 2.572 2.091 -1.314  0.087
H -0.680 3.749 -0.571  0.123
H 0.858 4.295 -1.224  0.141
H 1.050 4.212 1.242  0.143
H 2.047 2.939 0.539  0.117
H -0.724 3.715 2.568  0.112
H -1.421 2.085 2.659  0.099
H -1.664 3.060 1.205  0.085
H 1.304 2.726 3.219  0.113
H 2.088 1.470 2.234  0.069
H 0.631 1.086 3.173  0.087

Summary:
**Kohn-Sham gap (alpha / beta)**: 7.62 / 6.59 eV
**Relative energy (zero: lowest compared OMol25 entry of this formula, charge and spin)**: 0.000 eV
**E_HOMO (alpha / beta)**: -13.0 / -13.2 eV
**Charge**: +2
**Spin multiplicity**: 2

***

Below is C23H36GeN3O7SeSn as an isolated structure at a distorted geometry, with properties calculated with ωB97M-V/def2-TZVPD.

Last column: Löwdin charge in e.
Geometry (Å):
Sn 0.219 -0.743 0.033  1.348
C 1.623 2.740 -1.615  -0.039
C 2.331 1.778 -0.658  -0.640
C 2.000 2.115 0.789  -0.044
C 3.843 1.805 -1.006  -0.034
O 1.796 0.433 -0.895  -0.528
Ge 1.687 -0.542 -2.749  1.086
O -0.011 0.000 -2.943  -0.430
C -0.916 -0.470 -3.959  -0.730
C -2.255 0.068 -3.507  -0.045
C -1.022 -1.982 -4.052  -0.052
C -0.430 0.138 -5.285  -0.044
O 1.049 -2.042 -1.347  -0.552
C 1.813 -3.227 -0.972  -0.726
C 3.107 -2.790 -0.372  -0.033
C 0.939 -4.002 -0.035  -0.035
C 2.104 -4.005 -2.238  -0.044
H 1.838 3.784 -1.350  0.099
H 0.584 2.518 -1.539  0.071
H 1.957 2.508 -2.635  0.079
H 2.657 2.900 1.174  0.097
H 2.150 1.235 1.451  0.080
H 1.012 2.426 0.849  0.032
H 4.302 2.764 -0.953  0.069
H 3.996 1.488 -2.100  0.088
H 4.431 1.065 -0.460  0.085
H -2.593 -0.307 -2.516  0.092
H -3.075 -0.094 -4.266  0.105
H -2.050 1.149 -3.445  0.088
H -1.326 -2.397 -3.092  0.084
H -0.104 -2.446 -4.451  0.084
H -1.838 -2.185 -4.749  0.088
H -0.411 1.207 -5.089  0.078
H -1.151 -0.021 -6.137  0.102
H 0.565 -0.282 -5.555  0.078
H 2.958 -2.250 0.547  0.070
H 3.541 -2.163 -1.139  0.067
H 3.802 -3.666 -0.262  0.118
H 0.733 -3.350 0.851  0.073
H 1.400 -4.973 0.301  0.119
H 0.034 -4.226 -0.545  0.077
H 2.856 -3.458 -2.781  0.065
H 1.270 -4.215 -2.877  0.075
H 2.582 -4.985 -1.954  0.111
C -3.654 -1.231 2.623  -0.018
C -2.293 -1.256 3.174  -0.373
N -1.183 -0.936 2.501  0.081
C -0.150 -1.157 3.419  -0.127
C -0.707 -1.396 4.689  -0.100
N -2.045 -1.465 4.504  0.162
C -0.256 -1.557 6.068  -0.443
O 1.049 -1.494 6.249  0.117
O -1.106 -1.824 6.968  0.041
C 1.266 -1.164 3.030  -0.482
O 2.085 -1.584 3.886  0.045
O 1.610 -0.830 1.785  -0.228
H -4.345 -1.909 3.207  0.100
H -3.623 -1.510 1.547  0.091
H -4.043 -0.185 2.731  0.092
H -2.771 -1.622 5.266  0.208
H 1.557 -1.590 5.356  0.082
Se -0.196 4.439 3.094  0.820
C -1.754 4.769 2.149  -0.745
C -2.841 4.025 2.559  -0.154
C -3.991 4.034 1.778  -0.141
N -4.090 4.629 0.569  0.066
C -3.006 5.366 0.226  -0.136
C -1.849 5.528 1.010  -0.116
H -2.725 3.180 3.258  0.096
H -4.853 3.461 2.074  0.099
H -3.047 5.827 -0.807  0.122
H -1.037 6.152 0.618  0.108

Summary:
**Kohn-Sham gap (alpha / beta)**: 8.39 / 5.88 eV
**Relative energy (zero: lowest compared OMol25 entry of this formula, charge and spin)**: 0.882 eV
**E_HOMO (alpha / beta)**: -8.3 / -8.3 eV
**Spin multiplicity**: 2

***

Below is C23H37AgF3N2O10P2S as an isolated structure at a distorted geometry, with properties calculated with ωB97M-V/def2-TZVPD.

Last column: Löwdin charge in e.
Geometry (Å):
Ag 0.079 0.198 -0.155  0.733
C -5.726 -0.905 1.957  -0.043
C -5.051 -1.990 1.126  -0.460
C -5.352 -3.368 1.697  -0.037
O -3.632 -1.806 1.118  -0.171
P -2.797 -1.530 -0.230  0.519
O -1.376 -1.725 0.071  -0.259
C -3.431 0.007 -0.947  -0.212
P -2.717 1.538 -0.217  0.545
O -1.371 2.039 0.098  -0.280
O -3.509 1.312 1.189  -0.241
C -2.989 1.845 2.429  -0.434
C -4.053 2.756 3.028  -0.046
C -2.572 0.702 3.338  -0.028
O -3.480 2.745 -0.940  -0.163
C -4.774 2.879 -1.522  -0.431
C -5.898 2.535 -0.549  -0.042
C -4.903 2.130 -2.849  -0.041
O -3.436 -2.603 -1.241  -0.197
C -2.880 -3.946 -1.274  -0.438
C -1.606 -4.006 -2.101  -0.044
C -3.974 -4.826 -1.856  -0.050
H -6.806 -0.933 1.801  0.085
H -5.338 0.072 1.683  0.050
H -5.518 -1.067 3.016  0.083
H -5.428 -1.949 0.097  0.130
H -4.972 -3.427 2.717  0.088
H -4.875 -4.146 1.101  0.066
H -6.430 -3.536 1.704  0.083
H -4.498 0.046 -0.730  0.060
H -3.274 -0.049 -2.013  0.044
H -2.104 2.439 2.204  0.129
H -4.973 2.202 3.227  0.076
H -4.274 3.560 2.323  0.071
H -3.690 3.196 3.956  0.078
H -3.368 -0.039 3.421  0.066
H -2.332 1.091 4.329  0.083
H -1.682 0.221 2.925  0.060
H -4.836 3.949 -1.737  0.139
H -5.880 1.481 -0.276  0.057
H -6.861 2.761 -1.010  0.085
H -5.790 3.117 0.366  0.075
H -5.248 1.106 -2.709  0.073
H -3.933 2.104 -3.346  0.088
H -5.616 2.644 -3.494  0.081
H -2.665 -4.244 -0.241  0.137
H -1.752 -3.448 -3.022  0.072
H -1.342 -5.040 -2.325  0.081
H -0.789 -3.529 -1.564  0.075
H -4.213 -4.482 -2.863  0.088
H -4.879 -4.762 -1.249  0.066
H -3.643 -5.863 -1.895  0.080
O 0.479 -0.040 2.180  -0.133
C 1.455 -0.032 2.987  -0.397
C 1.205 -0.130 4.398  -0.037
C 2.199 -0.095 5.339  -0.134
C 3.538 0.026 4.949  -0.153
C 3.831 0.089 3.603  -0.087
C 2.844 0.061 2.609  -0.097
C 3.233 0.129 1.209  -0.273
N 2.469 0.341 0.149  0.059
C 3.289 0.317 -0.951  -0.153
C 4.573 0.087 -0.571  -0.116
N 4.529 -0.030 0.799  0.081
H 0.167 -0.217 4.693  0.091
H 1.954 -0.151 6.395  0.087
H 4.327 0.087 5.688  0.076
H 4.877 0.187 3.328  0.087
H 2.885 0.452 -1.940  0.088
H 5.489 -0.006 -1.126  0.092
H 5.311 -0.204 1.400  0.127
F 0.539 -0.465 -5.281  0.108
C -0.151 0.489 -4.633  -0.640
F -1.189 0.829 -5.421  0.101
F 0.646 1.566 -4.546  0.112
S -0.732 -0.110 -2.952  0.453
O -1.285 1.116 -2.432  -0.348
O -1.717 -1.090 -3.342  -0.300
O 0.497 -0.608 -2.397  -0.324

Summary:
**Kohn-Sham gap**: 6.17 eV
**Relative energy (zero: lowest compared OMol25 entry of this formula, charge and spin)**: 0.684 eV
**E_HOMO**: -3.7 eV
**Charge**: -1